DFT (ωB97M-V with the def2-TZVPD basis set) results for one molecule with the formula C6H10.

The total charge is 0. The HOMO-LUMO gap is 0.4029 hartree. The energy above the lowest of the compared OMol25 structures with the same formula, charge and spin comes out at 148.2 kJ/mol. As for the electronic energy: -6382.3238 eV. As for the SMILES: C#CCC(C)C.

The geometry in XYZ format:
```
16
Properties=species:S:1:pos:R:3:forces:R:3:mulliken_charge:R:1
C -2.330691 -0.912735 -0.966115 0.400 -0.135 0.021 -0.01
C -1.137796 -1.070342 -0.924208 -0.531 0.129 0.013 -0.36
C 0.321915 -1.015590 -0.835994 -0.018 0.008 -0.017 -0.86
C 0.783233 0.213395 -0.003368 0.072 0.055 0.033 0.66
C -0.131593 1.432992 -0.165710 0.035 0.058 -0.022 -1.51
C 0.913940 -0.122285 1.486097 0.006 -0.037 0.063 -1.37
H -3.381191 -0.734410 -0.993218 0.094 -0.153 -0.028 0.38
H 0.737337 -0.964055 -1.850944 -0.141 0.076 0.143 0.33
H 0.721231 -1.938145 -0.394117 -0.113 0.177 -0.065 0.35
H 1.774942 0.483388 -0.387194 -0.079 -0.092 0.080 0.24
H 0.341800 2.310268 0.286249 -0.042 -0.069 -0.067 0.42
H -1.086173 1.265423 0.345671 0.185 0.020 -0.109 0.33
H -0.360492 1.659713 -1.212506 0.130 -0.039 0.118 0.36
H 1.323314 -1.125338 1.645805 0.021 0.149 -0.023 0.36
H 1.573531 0.593972 1.988133 -0.138 -0.070 -0.051 0.37
H -0.063305 -0.076251 1.981418 0.121 -0.077 -0.087 0.30
```
Positions in Å, forces in eV/Å.